1:
{
  "formula": "C3H3NOS",
  "method": "ωB97M-V/def2-TZVPD",
  "charge": 0,
  "lumo_ev": 0.0,
  "homo_ev": -9.8,
  "elements": ["N", "C", "C", "C", "O", "H", "S", "H", "H"],
  "positions_angstrom": [[1.99902, -2.50911, -1.01936], [1.82429, -1.67555, -0.27693], [1.43440, -0.65457, 0.51813], [0.88179, 0.46255, 0.14568], [0.26713, 1.38932, -0.13218], [1.56928, -0.72402, 1.57584], [-3.04649, 1.72876, -0.49821], [-1.73649, 1.33380, -0.64748], [-3.19295, 0.64881, 0.33452]],
  "mulliken_charge": [-0.335, 0.335, -0.741, 0.723, -0.314, 0.340, -0.278, 0.132, 0.139]
}

2:
{
  "formula": "C3H3NOS",
  "method": "ωB97M-V/def2-TZVPD",
  "charge": 0,
  "lumo_ev": -1.4,
  "homo_ev": -8.8,
  "elements": ["C", "C", "C", "N", "O", "S", "H", "H", "H"],
  "positions_angstrom": [[2.93405, 0.54217, 0.02295], [2.70820, -0.86628, 0.03477], [-0.18774, -0.35730, -0.12244], [3.23363, 1.67166, -0.05932], [-0.20464, 0.40886, 1.01267], [1.33464, -1.66530, 0.13584], [-1.06400, -0.97194, -0.22906], [0.05937, 0.11996, -0.99194], [0.31694, 1.25967, 0.99524]],
  "mulliken_charge": [0.456, -0.269, -0.451, -0.368, -0.504, 0.069, 0.351, 0.351, 0.365]
}

Most stable = 1

1:
{
  "formula": "C3H3NOS",
  "method": "ωB97M-V/def2-TZVPD",
  "charge": 0,
  "lumo_ev": 0.7,
  "homo_ev": -8.9,
  "elements": ["S", "C", "N", "C", "C", "O", "H", "H", "H"],
  "positions_angstrom": [[-1.26363, 0.05492, 2.26686], [-0.48974, 0.08652, 0.69447], [-0.84108, 0.90065, -0.22467], [0.01867, 0.61843, -1.29243], [0.80974, -0.36633, -0.90066], [0.52597, -0.72509, 0.37322], [-0.38887, -0.80346, 2.79978], [0.05489, 1.12234, -2.26892], [1.57405, -0.88799, -1.44764]],
  "mulliken_charge": [-0.225, 0.501, -0.491, -0.224, -0.099, -0.312, 0.137, 0.328, 0.384]
}

2:
{
  "formula": "C3H3NOS",
  "method": "ωB97M-V/def2-TZVPD",
  "charge": 0,
  "lumo_ev": -1.2,
  "homo_ev": -9.0,
  "elements": ["C", "C", "C", "N", "O", "S", "H", "H", "H"],
  "positions_angstrom": [[2.95938, 0.26720, -0.08166], [2.61199, -1.08261, 0.11120], [-0.23149, -0.30467, 0.14698], [3.35470, 1.31734, -0.20188], [0.20936, 0.97224, 0.46077], [1.12423, -1.67553, 0.22096], [-0.85310, -0.66660, 0.99234], [-0.52798, -0.52093, -0.97608], [0.72118, 1.37216, -0.38356]],
  "mulliken_charge": [0.526, -0.361, -0.389, -0.343, -0.489, 0.055, 0.334, 0.314, 0.353]
}

Most stable = 1

1:
{
  "formula": "C15H35N5O5",
  "method": "ωB97M-V/def2-TZVPD",
  "charge": 0,
  "lumo_ev": 0.3,
  "homo_ev": -9.0,
  "elements": ["C", "N", "C", "C", "O", "H", "H", "H", "H", "H", "H", "H", "C", "N", "C", "C", "O", "H", "H", "H", "H", "H", "H", "H", "C", "N", "C", "C", "O", "H", "H", "H", "H", "H", "H", "H", "C", "N", "C", "C", "O", "H", "H", "H", "H", "H", "H", "H", "C", "N", "C", "C", "O", "H", "H", "H", "H", "H", "H", "H"],
  "positions_angstrom": [[-0.68791, 0.76175, 0.59419], [-0.43745, 0.34959, -0.79413], [-0.70697, -1.07259, -1.11207], [-0.20880, 1.23315, -1.76798], [0.22417, 2.33654, -1.57813], [-1.01990, 0.06944, 1.36788], [-1.32776, 1.63606, 0.47463], [0.29150, 1.01584, 0.99951], [-0.01298, -1.66811, -0.51893], [-1.71543, -1.31708, -0.77838], [-0.62447, -1.26008, -2.18266], [-0.29012, 0.80776, -2.78022], [2.49165, 0.64618, -5.19178], [3.19440, 1.88590, -4.92664], [3.77832, 2.42743, -6.12249], [3.37253, 2.48790, -3.73554], [4.03131, 3.52597, -3.58137], [1.98610, 0.10280, -4.39350], [3.17220, -0.00489, -5.74045], [1.81959, 0.82954, -6.03013], [4.79621, 2.07686, -6.29311], [3.25437, 2.18959, -7.04824], [3.72633, 3.51572, -6.09046], [2.78331, 1.97915, -2.95698], [-3.99664, -4.63487, -0.44191], [-4.67474, -3.34548, -0.25268], [-5.18717, -3.16554, 1.03857], [-4.63511, -2.39138, -1.20495], [-5.20341, -1.25318, -1.23748], [-3.63650, -4.94599, -1.42252], [-4.66833, -5.45641, -0.19292], [-3.19546, -4.78276, 0.28220], [-5.94781, -3.91776, 1.24762], [-4.34682, -3.25326, 1.72719], [-5.71506, -2.22224, 1.17872], [-4.02265, -2.69828, -2.06686], [3.88636, -0.53261, 1.34544], [3.14829, -1.45290, 0.46576], [3.06756, -1.09662, -0.92898], [2.39046, -2.39634, 1.01173], [1.70126, -3.16672, 0.33180], [3.80312, -0.87745, 2.37610], [3.56917, 0.50718, 1.26591], [4.97251, -0.50955, 1.25688], [2.31059, -0.36028, -1.19896], [4.05360, -0.85536, -1.32600], [2.79916, -1.95479, -1.54510], [2.47257, -2.52485, 2.10212], [-1.18992, 1.63282, 6.29306], [-1.23462, 2.76979, 5.33881], [-1.67158, 3.98675, 5.86627], [-0.86840, 2.57084, 4.05206], [-0.78673, 3.39378, 3.16977], [-2.18309, 1.32416, 6.61931], [-0.50619, 1.84599, 7.11475], [-0.78218, 0.71849, 5.86196], [-0.80202, 4.23674, 6.47412], [-1.71206, 4.84100, 5.19046], [-2.52699, 3.88460, 6.53406], [-0.57133, 1.52808, 3.86067]],
  "mulliken_charge": [-1.192, 0.314, -1.024, -0.003, -0.583, 0.440, 0.390, 0.309, 0.286, 0.379, 0.369, 0.339, -0.904, 0.085, -1.085, 0.201, -0.636, 0.205, 0.402, 0.362, 0.330, 0.363, 0.352, 0.296, -0.939, 0.094, -0.994, 0.172, -0.636, 0.316, 0.349, 0.349, 0.317, 0.324, 0.333, 0.318, -0.974, 0.187, -1.021, 0.076, -0.625, 0.318, 0.335, 0.326, 0.283, 0.400, 0.351, 0.342, -0.899, 0.086, -0.968, 0.357, -0.619, 0.325, 0.325, 0.292, 0.373, 0.323, 0.277, 0.136]
}

2:
{
  "formula": "C15H35N5O5",
  "method": "ωB97M-V/def2-TZVPD",
  "charge": 0,
  "lumo_ev": 0.4,
  "homo_ev": -8.9,
  "elements": ["C", "N", "C", "C", "O", "H", "H", "H", "H", "H", "H", "H", "C", "N", "C", "C", "O", "H", "H", "H", "H", "H", "H", "H", "C", "N", "C", "C", "O", "H", "H", "H", "H", "H", "H", "H", "C", "N", "C", "C", "O", "H", "H", "H", "H", "H", "H", "H", "C", "N", "C", "C", "O", "H", "H", "H", "H", "H", "H", "H"],
  "positions_angstrom": [[-0.61249, -1.96899, 3.18855], [-1.97101, -2.30095, 2.72101], [-2.02629, -3.39874, 1.77469], [-3.09445, -1.68740, 3.02099], [-4.24697, -1.91849, 2.64452], [-0.07043, -1.97292, 2.24290], [-0.19311, -2.65543, 3.92410], [-0.52129, -0.95870, 3.58746], [-2.90249, -3.49127, 1.13297], [-1.18073, -3.42248, 1.08726], [-2.06240, -4.40837, 2.18390], [-2.91188, -0.85552, 3.71873], [-0.33907, -1.34954, -1.64020], [-0.25750, -0.46761, -0.47329], [-1.43782, 0.32547, -0.01570], [0.87674, -0.30684, 0.29616], [1.04113, 0.49570, 1.20014], [0.48240, -2.05814, -1.74595], [-0.40527, -0.71497, -2.52396], [-1.27492, -1.90194, -1.55571], [-1.27579, 0.91449, 0.88702], [-1.69798, 1.02111, -0.81351], [-2.32481, -0.27898, 0.17402], [1.60676, -0.97246, -0.18988], [0.82994, 3.91495, -0.02346], [0.92082, 3.62548, 1.38609], [2.22339, 3.81821, 2.06161], [-0.04431, 3.14491, 2.11946], [0.00058, 3.03381, 3.35673], [1.37762, 4.84856, -0.15194], [-0.19114, 4.01920, -0.39040], [1.34684, 3.08627, -0.50741], [2.94368, 4.58578, 1.77854], [2.25065, 3.72871, 3.14759], [2.76291, 2.89595, 1.84606], [-0.97591, 2.94180, 1.56896], [1.84976, -3.49525, 1.27897], [3.01353, -3.93498, 0.56084], [2.78005, -5.00318, -0.40975], [4.26464, -3.59596, 1.02787], [5.31568, -4.07675, 0.64661], [2.10586, -2.64433, 1.91018], [1.45825, -4.29795, 1.90386], [1.10343, -3.19700, 0.54266], [3.70335, -5.43306, -0.79810], [2.30442, -5.86475, 0.05886], [2.04806, -4.71518, -1.16430], [4.12547, -2.86306, 1.83761], [-2.46584, 4.03849, -5.02219], [-1.53893, 3.45437, -4.02956], [-2.11625, 2.63171, -2.89788], [-0.19090, 3.36147, -4.26183], [0.53731, 2.53272, -3.64131], [-3.25596, 4.52717, -4.45212], [-2.93521, 3.21008, -5.55279], [-2.02999, 4.67911, -5.78883], [-2.45836, 3.37072, -2.17336], [-2.96391, 2.00096, -3.16572], [-1.41738, 2.07215, -2.27612], [0.11749, 3.93185, -5.15164]],
  "mulliken_charge": [-0.248, 0.130, -0.889, 0.103, -0.615, -0.325, 0.300, 0.339, 0.349, 0.143, 0.355, 0.366, -0.933, 0.531, -0.195, -0.352, -0.546, 0.301, 0.239, 0.383, 0.120, -0.226, 0.381, 0.484, -0.864, 0.207, -1.036, 0.120, -0.696, 0.334, 0.233, 0.335, 0.327, 0.350, 0.351, 0.370, -0.763, 0.166, -0.943, 0.191, -0.574, 0.380, 0.317, 0.010, 0.350, 0.367, 0.230, 0.306, -0.847, 0.156, -0.870, 0.058, -0.590, 0.300, 0.345, 0.285, 0.350, 0.365, -0.136, 0.323]
}

Most stable = 2

1:
{
  "formula": "CH3N2OP",
  "method": "ωB97M-V/def2-TZVPD",
  "charge": 0,
  "lumo_ev": -0.3,
  "homo_ev": -10.1,
  "elements": ["C", "N", "N", "O", "P", "H", "H", "H"],
  "positions_angstrom": [[1.31105, -0.23600, 0.05471], [0.32201, 0.53795, -0.16484], [-1.91946, -1.52869, -0.58383], [-2.03847, 1.12756, 0.42967], [-1.75579, -0.17650, -0.05207], [1.13603, -1.34611, -0.17285], [2.35395, 0.06520, 0.38111], [0.59069, 1.55658, 0.10810]],
  "mulliken_charge": [-0.178, -0.374, -0.494, -0.593, 0.849, 0.282, 0.237, 0.272]
}

2:
{
  "formula": "CH3N2OP",
  "method": "ωB97M-V/def2-TZVPD",
  "charge": 0,
  "lumo_ev": 0.1,
  "homo_ev": -9.4,
  "elements": ["C", "N", "N", "P", "O", "H", "H", "H"],
  "positions_angstrom": [[-0.75032, 0.32616, 0.60813], [0.28916, -0.47287, 1.10792], [1.29608, -0.69071, 0.37913], [1.21920, 0.14566, -1.12004], [-0.31801, 0.59651, -0.83895], [-1.75131, -0.00742, 0.53235], [-0.77378, 1.14159, 1.27966], [0.78899, -1.03892, -1.94820]],
  "mulliken_charge": [0.006, -0.214, -0.170, 0.204, -0.359, 0.265, 0.203, 0.066]
}

Most stable = 2

1:
{
  "formula": "C6H10O2",
  "method": "ωB97M-V/def2-TZVPD",
  "charge": 0,
  "lumo_ev": 0.7,
  "homo_ev": -8.0,
  "elements": ["C", "C", "C", "C", "C", "C", "O", "O", "H", "H", "H", "H", "H", "H", "H", "H", "H", "H"],
  "positions_angstrom": [[0.39937, -0.88221, -0.33148], [-1.41743, -0.41695, -0.90452], [0.81205, -0.77174, 1.09049], [2.69572, 0.07030, -0.52230], [-3.38801, 0.48851, 0.21174], [1.29544, 0.25376, 0.05300], [0.82692, 1.58441, 0.11284], [-1.97371, -0.12159, 0.22081], [1.58182, -1.54714, 1.25704], [0.21133, -0.52781, 1.99999], [0.66062, -1.58448, -1.10289], [3.24032, -0.53484, 0.14506], [2.67939, -0.38552, -1.46476], [3.09717, 1.02598, -0.53896], [-3.84966, 0.31741, 1.10969], [-3.87093, -0.26324, -0.51131], [-3.33604, 1.50700, -0.19870], [0.33563, 1.78815, -0.62574]],
  "mulliken_charge": [-0.272, -0.390, -0.758, -1.550, -0.595, 0.976, -0.578, -0.039, 0.218, 0.246, 0.414, 0.360, 0.355, 0.447, 0.277, 0.305, 0.271, 0.314]
}

2:
{
  "formula": "C6H10O2",
  "method": "ωB97M-V/def2-TZVPD",
  "charge": 0,
  "lumo_ev": 0.9,
  "homo_ev": -8.3,
  "elements": ["C", "C", "C", "C", "C", "C", "O", "O", "H", "H", "H", "H", "H", "H", "H", "H", "H", "H"],
  "positions_angstrom": [[-1.93037, -0.16280, 0.90918], [-1.26765, -0.06291, -0.40666], [-0.30703, -1.00085, -1.00356], [0.61609, -0.07078, -0.24022], [1.56573, -0.76456, 0.69704], [0.86161, 1.26711, -0.72262], [0.08081, 1.89153, -1.45170], [1.89841, 1.92657, -0.13326], [-2.88265, -0.69672, 0.81225], [-1.32659, -0.65509, 1.67157], [-2.16396, 0.85261, 1.25291], [-1.85802, 0.50842, -1.11666], [-0.22818, -1.00710, -2.08909], [-0.34713, -2.00279, -0.57362], [1.05084, -1.26130, 1.52776], [2.13699, -1.53483, 0.16293], [2.28748, -0.07393, 1.13666], [1.81361, 2.84742, -0.43291]],
  "mulliken_charge": [-1.201, 0.000, -0.529, 0.516, -1.326, 0.527, -0.665, -0.493, 0.356, 0.257, 0.299, 0.377, 0.273, 0.320, 0.281, 0.279, 0.393, 0.336]
}

Most stable = 2